Record 1
Molecular formula: C37H55AsCl2N3PdSbSi3Te
Method: DFT, ωB97M-V/def2-TZVPD

Atoms and positions in Å:
Te1 1.8441 1.4154 -1.5371
Sb1 -2.6007 1.0980 1.6213
Pd1 -0.2957 0.9742 -0.0552
As1 2.2452 -2.6695 -0.7337
Cl1 4.4983 0.7710 -3.5656
Cl2 4.6829 -0.4078 1.8238
Si1 -1.2412 3.3732 -0.3776
Si2 -3.6241 -1.8936 2.9150
Si3 -0.5173 -1.3037 2.5626
N1 3.2726 0.4581 -0.5226
N2 -3.9080 0.2722 -1.3515
N3 -1.0905 -1.4199 -0.2766
C1 -0.9651 -1.7880 -1.5533
C2 4.3278 3.4817 -1.6837
C3 -4.7941 1.0969 1.5838
C4 -1.8591 -2.6124 -2.2044
C5 -3.9603 -0.1899 -3.7125
C6 -4.4509 -0.2948 -2.4257
C7 2.2976 4.6109 -1.1373
C8 6.5753 -0.2074 -2.2332
C9 -0.0123 3.7228 1.0488
C10 5.2710 0.2345 -2.0852
C11 -2.7924 1.0317 -1.4949
C12 5.3827 -0.3043 0.2242
C13 -3.1503 -3.6252 3.5168
C14 -2.2896 -1.2363 1.7908
C15 2.9839 3.4191 -1.3415
C16 7.3003 -0.7059 -1.1661
C17 1.2911 -4.3247 -1.2737
C18 0.1105 -3.0849 2.4063
C19 3.8381 -3.6227 -0.0696
C20 -2.9398 -3.0885 -1.4744
C21 -0.7473 4.0563 -2.0782
C22 -3.1147 -2.6619 -0.1759
C23 4.9670 4.7068 -1.8385
C24 -2.7523 0.4962 -3.8671
C25 4.5358 0.1968 -0.8405
C26 -2.1859 -1.7852 0.4089
C27 4.2692 5.8927 -1.6550
C28 -0.6296 -0.9254 4.4155
C29 -2.3165 1.8010 -0.3629
C30 -5.4231 -2.0996 2.3466
C31 -2.1672 1.0915 -2.7791
C32 2.9325 5.8396 -1.2865
C33 6.6770 -0.7411 0.0787
C34 -3.8393 -0.8417 4.4778
C35 2.9666 -2.3700 -2.5357
C36 0.8816 -0.1528 2.0274
C37 -2.5707 4.6758 0.1255
H1 -1.5237 3.8006 -2.8035
H2 -1.2105 1.5854 -2.8643
H3 0.0097 4.7891 1.3159
H4 -1.1801 -1.6814 4.9832
H5 -1.7138 -2.8826 -3.2418
H6 1.2631 4.5941 -0.8449
H7 -0.0869 -1.4055 -2.0633
H8 7.0210 -0.1643 -3.2198
H9 4.9050 2.5795 -1.8124
H10 4.6846 -2.9360 -0.0288
H11 0.2063 3.6870 -2.4604
H12 0.9279 -0.0593 0.9143
H13 -5.8926 -2.8530 2.9876
H14 -2.1601 -3.6249 3.9787
H15 -4.9030 -0.7209 4.7009
H16 1.0015 3.3928 0.8342
H17 -2.2638 0.5364 -4.8357
H18 0.2546 -3.5392 3.3917
H19 2.0037 -5.1031 -1.5595
H20 -3.4152 0.1573 4.3529
H21 1.0703 -3.0927 1.8858
H22 8.3086 -1.0749 -1.2995
H23 3.6578 -4.0072 0.9355
H24 6.0192 4.7331 -2.0991
H25 -3.1246 -4.3426 2.6898
H26 0.6494 -4.1074 -2.1279
H27 3.7932 -1.6668 -2.4919
H28 -0.6808 5.1475 -2.0201
H29 -5.0828 2.0316 1.1025
H30 2.1982 -1.9474 -3.1858
H31 -3.3763 4.7135 -0.6175
H32 -5.1818 1.0782 2.6091
H33 -0.5824 -3.7133 1.8405
H34 -5.5572 -2.4135 1.3109
H35 -0.3567 3.1710 1.9270
H36 -5.1917 0.2605 1.0149
H37 -5.9694 -1.1640 2.4665
H38 0.8079 0.8331 2.4888
H39 -2.1489 5.6869 0.2209
H40 4.0881 -4.4537 -0.7337
H41 -3.9562 -3.0184 0.3971
H42 0.6593 -4.7037 -0.4683
H43 -4.4563 -0.6730 -4.5451
H44 1.8548 -0.5779 2.2835
H45 -3.0202 4.4020 1.0858
H46 -5.3521 -0.8781 -2.2385
H47 -1.0999 0.0444 4.5925
H48 4.7684 6.8462 -1.7839
H49 -3.3618 -1.2992 5.3463
H50 2.3787 6.7567 -1.1191
H51 3.3259 -3.3082 -2.9672
H52 -3.8717 -3.9895 4.2561
H53 7.2010 -1.1145 0.9498
H54 0.3899 -0.8860 4.8128
H55 -3.6408 -3.7839 -1.9225

Values from the calculation:
charge	-2
2S+1	1
calculated total energy	-170559.872	eV
strongest force on any atom	2.0	eV Å⁻¹
HOMO level	-0.965	eV

---

Record 2
Molecular formula: C37H55AsNO5ReS3Si
Method: DFT, ωB97M-V/def2-TZVPD

Atoms and positions in Å:
Re1 0.1554 0.6130 -0.8412
As1 -2.3912 0.1632 -1.4085
S1 0.8774 -1.8505 -0.9589
S2 2.4571 1.0196 -0.8183
S3 0.3682 0.7650 -3.1397
Si1 2.2841 0.9097 1.2955
O1 2.7615 -0.4476 2.0098
O2 -0.4370 4.8673 -0.6172
O3 2.2179 -2.1065 -0.4245
O4 0.5801 0.8329 1.3427
O5 2.9754 2.1498 2.0350
N1 -0.4763 2.4993 -0.7303
C1 -3.5044 -2.2766 -0.3286
C2 -3.0272 -1.6619 -1.4833
C3 4.8908 3.3793 1.3184
C4 -0.4350 3.6947 -0.6826
C5 0.4837 -3.1296 2.2171
C6 -5.1346 0.5095 -0.5097
C7 -3.8964 1.1303 -0.6511
C8 4.0210 -2.4268 2.4709
C9 -3.7706 2.4864 -0.3633
C10 -2.4289 0.7509 -3.2366
C11 -3.7612 -4.3425 -1.5299
C12 -3.2932 -3.7317 -2.6844
C13 1.2927 -3.8531 -2.8486
C14 -3.6361 0.9452 -3.9023
C15 0.8513 -2.4090 -2.6721
C16 0.1692 0.3289 3.6977
C17 -3.8783 -3.6107 -0.3549
C18 -0.6134 -2.8021 1.2144
C19 -6.2284 1.2364 -0.0588
C20 -2.9344 -2.3897 -2.6659
C21 -1.2213 0.9905 -3.8855
C22 -0.1486 2.6538 2.8179
C23 1.4821 -4.1668 -4.3284
C24 -2.4359 1.5948 -5.8739
C25 -0.2215 -3.0843 -0.2293
C26 4.1101 -0.9162 2.3234
C27 -3.6416 1.3625 -5.2217
C28 -6.0952 2.5823 0.2428
C29 -1.7092 0.8570 2.1148
C30 -0.2827 1.1709 2.5184
C31 2.5864 4.2594 0.8634
C32 4.5398 -0.2669 3.6316
C33 5.0480 -0.5530 1.1807
C34 3.4585 4.1684 3.2136
C35 3.4647 3.5025 1.8436
C36 -4.8655 3.2067 0.0845
C37 -1.2335 1.4155 -5.2158
H1 0.8310 2.8829 3.2263
H2 0.5437 -4.0655 -4.8766
H3 -0.4372 0.5831 4.5679
H4 5.5429 -0.5961 3.9061
H5 4.8950 2.8812 0.3474
H6 -4.7557 4.2604 0.3035
H7 1.5572 4.3014 1.2194
H8 -6.9490 3.1469 0.5926
H9 -3.5924 -1.7158 0.5957
H10 -0.1561 -2.2249 -3.0557
H11 2.6074 3.8114 -0.1300
H12 5.5057 2.8059 2.0126
H13 -2.0178 1.4791 1.2739
H14 4.5445 0.8173 3.5371
H15 -2.5874 -1.9133 -3.5760
H16 -2.4342 1.9285 -6.9031
H17 -4.0479 -5.3857 -1.5476
H18 -0.2979 1.6125 -5.7230
H19 0.5471 -4.5305 -2.4264
H20 -1.8479 -0.1969 1.8650
H21 3.8951 3.5056 3.9602
H22 6.0377 -0.9772 1.3561
H23 -1.5078 -3.3927 1.4232
H24 5.3381 4.3661 1.1955
H25 3.8563 -0.5476 4.4346
H26 0.1187 -3.0201 3.2389
H27 1.2118 0.5241 3.9457
H28 0.8190 -4.1614 2.0972
H29 -2.3699 1.0849 2.9517
H30 2.2105 -3.4930 -4.7813
H31 -4.2583 -4.0820 0.5423
H32 -0.9125 -1.7523 1.3097
H33 -4.5726 0.7767 -3.3839
H34 -4.5794 1.5146 -5.7381
H35 -5.2665 -0.5355 -0.7546
H36 1.3428 -2.4762 2.0846
H37 2.2263 -4.0112 -2.3046
H38 4.6640 -0.9515 0.2416
H39 5.0169 -2.8449 2.6234
H40 5.1612 0.5302 1.0946
H41 3.5921 -2.8620 1.5724
H42 2.9432 5.2872 0.7811
H43 2.4502 4.4415 3.5244
H44 -2.8194 2.9882 -0.4957
H45 4.0525 5.0822 3.1785
H46 0.3910 -3.9881 -0.2858
H47 0.0574 -0.7334 3.4886
H48 -3.2183 -4.2952 -3.6052
H49 -7.1866 0.7456 0.0489
H50 -0.9007 2.9310 3.5583
H51 1.5319 -1.7263 -3.1815
H52 1.8401 -5.1861 -4.4649
H53 -1.0774 -3.2025 -0.8926
H54 -0.3182 3.2540 1.9246
H55 3.4058 -2.6947 3.3316

Values from the calculation:
charge	+1
2S+1	4
calculated total energy	-154342.500	eV
strongest force on any atom	0.5	eV Å⁻¹
HOMO level (spin up / spin down)	-10.588 / -10.934	eV

---

Record 3
Molecular formula: C37H56BBrIN6P2S2Ti
Method: DFT, ωB97M-V/def2-TZVPD

Atoms and positions in Å:
I1 0.6337 -1.2515 3.6241
Br1 5.9346 -5.4498 0.8602
Ti1 0.8281 -0.4805 0.9934
S1 4.0443 -0.9307 -2.6525
S2 1.3099 -0.8695 -1.3682
P1 0.5630 2.6209 -1.1987
P2 -1.2087 -2.5354 0.7901
N1 -1.6299 1.7904 0.2615
N2 2.4183 -2.4008 1.0365
N3 2.7715 0.3967 0.6718
N4 3.6290 0.0396 -0.3292
N5 -2.3786 -0.1797 1.1495
N6 0.9775 1.4677 2.2266
C1 0.9474 2.6159 -3.9570
C2 1.6587 3.2007 4.2916
C3 2.6466 2.5992 3.5249
C4 3.0033 -0.5271 -1.3179
C5 3.0769 3.6762 -1.3895
C6 -1.9277 -2.8242 -0.9420
C7 4.4940 -3.2355 1.9031
C8 2.2657 1.7587 2.4969
C9 -2.1173 -5.2838 1.1372
C10 -0.1903 2.6651 -2.9295
C11 -3.8797 2.9594 0.3486
C12 -1.8285 -3.9835 3.1763
C13 2.9271 -1.7081 -3.8311
C14 4.5151 -4.2259 0.9366
C15 1.7039 4.5383 0.4877
C16 -1.2489 -4.1891 1.7674
C17 -0.9276 2.9938 -0.1711
C18 3.4752 -4.3019 0.0263
C19 0.1708 -4.7460 1.8892
C20 -3.4602 0.6901 1.0684
C21 -5.2125 2.7761 0.6953
C22 -2.1218 -1.4624 -1.6233
C23 -3.0018 1.8988 0.5313
C24 -0.9064 -3.6269 -1.7610
C25 -2.5156 -1.5359 1.6150
C26 1.6679 4.1501 -0.9943
C27 3.2291 1.1869 1.5667
C28 -1.0144 1.3839 -3.1047
C29 0.0384 2.0542 2.9654
C30 2.4614 -3.3681 0.1161
C31 -5.6631 1.5695 1.2219
C32 -4.7888 0.5096 1.4205
C33 0.3351 2.9408 3.9899
C34 -3.2992 -3.5198 -1.0090
C35 3.4279 -2.3568 1.9118
C36 -1.1467 3.8354 -3.2163
C37 1.3372 5.4242 -1.7745
B1 -1.1938 0.4695 0.6704
H1 -5.9105 3.5908 0.5573
H2 0.7925 5.0478 0.8023
H3 -1.2954 -3.2433 3.7632
H4 2.5343 5.2307 0.6501
H5 -1.7962 -5.5759 0.1406
H6 -1.7870 1.2889 -2.3397
H7 -3.5083 -1.9228 1.3764
H8 0.8487 -4.0427 2.3683
H9 -3.9935 -3.1764 -0.2413
H10 -2.0276 -6.1670 1.7743
H11 3.6963 2.7871 3.7044
H12 -3.7490 -3.2718 -1.9729
H13 3.4490 -5.0657 -0.7373
H14 2.4857 -2.6140 -3.4225
H15 -0.3853 0.4971 -3.0837
H16 3.8000 4.4708 -1.1866
H17 0.5277 2.4126 -4.9457
H18 1.6441 -3.3938 -0.5896
H19 -3.2336 -4.6005 -0.9574
H20 -1.7516 -4.9380 3.7022
H21 -0.6281 3.5760 0.7040
H22 1.9217 3.8668 5.1020
H23 2.1485 -1.0208 -4.1534
H24 0.1370 -5.6534 2.4971
H25 2.1105 6.1675 -1.5594
H26 1.6562 1.8163 -3.7217
H27 -3.5522 3.9104 -0.0480
H28 -2.3812 -1.5965 2.6954
H29 -2.9891 -0.9309 -1.2291
H30 5.2848 -3.1417 2.6326
H31 -0.8378 4.7865 -2.7960
H32 -1.3531 -3.8859 -2.7242
H33 -1.5143 1.4220 -4.0774
H34 -0.9879 1.7925 2.7453
H35 -3.1703 -5.0123 1.1109
H36 -1.2577 -0.8110 -1.5313
H37 -1.2366 3.9686 -4.2974
H38 -2.1481 3.6147 -2.8414
H39 0.3833 5.8554 -1.4663
H40 1.8593 3.6780 1.1363
H41 -2.2940 -1.6360 -2.6891
H42 3.1452 3.4310 -2.4487
H43 1.5004 3.5510 -4.0244
H44 -0.4717 3.3939 4.5477
H45 4.2706 1.4931 1.5541
H46 -0.6070 -4.5575 -1.2779
H47 -2.8867 -3.7202 3.1426
H48 1.3204 5.2784 -2.8515
H49 0.5743 -5.0247 0.9151
H50 -6.7053 1.4577 1.4881
H51 3.5545 -1.9654 -4.6829
H52 -0.0139 -3.0356 -1.9648
H53 -5.1381 -0.4207 1.8489
H54 3.3752 2.7874 -0.8290
H55 3.3807 -1.5826 2.6657
H56 -1.6199 3.6154 -0.7373

Values from the calculation:
charge	+1
2S+1	1
calculated total energy	-190400.787	eV
strongest force on any atom	0.5	eV Å⁻¹
HOMO level	-10.272	eV

---

Record 4
Molecular formula: C37H56ClN5O8P
Method: DFT, ωB97M-V/def2-TZVPD

Atoms and positions in Å:
Cl1 -1.4358 -1.3474 -2.9972
P1 -1.6142 0.3612 1.4855
O1 2.7844 -2.0256 -1.5988
O2 0.7848 -6.0844 -0.7801
O3 2.2140 8.2831 -1.6563
O4 1.9863 3.8013 4.7551
O5 -2.3346 -3.0361 4.0770
O6 0.8147 3.9310 2.9340
O7 0.6895 6.7666 -1.3707
O8 2.8719 0.7613 -0.5954
N1 -1.0909 -1.2541 0.9561
N2 1.8255 7.1211 -1.6680
N3 1.3881 -0.4450 0.9583
N4 1.6188 4.3853 3.7431
N5 -2.6792 -3.0721 0.3997
C1 -1.6175 -3.8127 -2.1003
C2 2.1791 5.7114 3.4752
C3 3.6470 -1.6577 -2.7192
C4 0.6190 -3.7044 -0.0806
C5 -0.6832 1.1394 2.8941
C6 0.3506 -2.2632 -0.7679
C7 -0.2361 0.4643 -0.5007
C8 -0.9865 -1.9873 2.2938
C9 -3.4191 0.7673 1.3472
C10 4.6107 4.1146 -2.7504
C11 -2.2449 -1.8024 3.2830
C12 -3.1605 -3.6435 -2.6649
C13 2.1120 0.7267 0.4407
C14 1.7693 6.4165 2.3423
C15 -1.1385 -2.4129 -1.4737
C16 3.6716 7.4999 4.0763
C17 1.3833 -1.8505 -1.9290
C18 -5.0338 -1.9098 0.0331
C19 2.0735 2.1584 1.2347
C20 2.7845 6.0840 -2.0574
C21 -5.4267 -5.1195 -2.9331
C22 5.0108 5.4479 -2.7114
C23 2.3506 -1.3338 1.5996
C24 1.4465 -4.7706 -0.9420
C25 0.2422 -0.9450 0.2242
C26 -4.6701 -4.3267 1.2115
C27 2.3765 4.7510 -2.1030
C28 3.2959 3.7665 -2.4516
C29 -3.9839 -3.0159 0.5068
C30 -0.4137 1.3828 -1.4511
C31 -0.8092 -4.3941 -3.3594
C32 3.1248 6.2497 4.3489
C33 4.0976 6.4401 -2.3663
C34 -3.8910 -5.0679 -2.4387
C35 2.3200 7.6671 2.0800
C36 -1.9713 -1.8959 -0.1287
C37 3.2718 8.2045 2.9432
H1 -4.1497 0.2651 2.0752
H2 2.0521 1.9391 2.3691
H3 -6.1781 -4.8116 -2.0980
H4 -0.3587 -4.2461 0.2550
H5 4.4128 7.9250 4.7458
H6 6.0367 5.7134 -2.9469
H7 -0.4203 2.3182 -2.1268
H8 3.0238 2.7784 0.9819
H9 -5.6628 -6.2429 -3.1358
H10 -3.3079 -5.8326 -3.0980
H11 1.9242 -2.1623 2.2998
H12 3.2262 -2.1777 -3.6657
H13 -0.2321 -3.6448 -3.9993
H14 -0.0767 -1.5835 2.9000
H15 1.0308 6.0082 1.6596
H16 -3.7851 0.5996 0.2548
H17 1.1413 2.7532 0.9244
H18 3.4453 5.7117 5.2351
H19 4.4227 7.4750 -2.3393
H20 2.5055 -4.9192 -0.4790
H21 -0.8024 -3.1139 2.1971
H22 -1.5803 -4.8785 -4.0908
H23 1.2469 -0.8057 -2.3753
H24 2.0104 8.2226 1.1999
H25 3.1076 -1.8901 0.9165
H26 -2.5550 -1.0167 -0.6248
H27 -3.9311 -5.2173 1.2479
H28 -5.3248 -1.2693 0.9571
H29 -4.6778 -1.2384 -0.8400
H30 -5.1507 -4.0804 2.2222
H31 -3.7695 -5.4684 -1.3520
H32 2.9892 2.7257 -2.4864
H33 -0.3961 2.2561 2.7345
H34 -3.1702 -3.4565 -3.8148
H35 3.0231 -0.6920 2.3074
H36 -5.4956 -4.6541 0.4553
H37 5.3279 3.3424 -3.0142
H38 1.5898 -4.5490 -2.0505
H39 -1.3216 1.1135 3.8503
H40 -1.6991 -4.6911 -1.3457
H41 1.3561 4.4653 -1.8690
H42 1.1906 -2.5912 -2.8123
H43 -3.7156 -2.7588 -2.1995
H44 4.7141 -2.0083 -2.4532
H45 -6.0302 -2.3843 -0.3390
H46 -2.1046 -0.9515 4.0662
H47 3.7054 9.1778 2.7310
H48 0.9457 -6.6024 -1.6018
H49 -0.1027 -5.2870 -3.1097
H50 -5.6183 -4.5687 -3.9205
H51 3.6271 -0.5102 -2.8816
H52 -3.5438 1.9146 1.5175
H53 0.3197 0.6119 3.1525
H54 1.2006 -3.6374 0.9288
H55 -3.2577 -1.6409 2.7821
H56 -2.0563 -2.8665 5.0067

Values from the calculation:
charge	+1
2S+1	1
calculated total energy	-84893.869	eV
strongest force on any atom	7.0	eV Å⁻¹
HOMO level	-9.686	eV